Here is a gas-phase ion, CBrFNO2 (charge -1) at a distorted geometry from the OMol25 dataset. Energies are from wB97M-V/def2-TZVPD.

Atoms and positions in Å:
O 1.450 -0.003 -0.201
C 0.597 -0.622 0.360
O 0.362 -1.608 0.997
N -0.929 0.239 0.030
F -0.663 1.585 0.583
Br -0.817 0.409 -1.769

Frontier orbital gap ... 7.87 eV
Charge ... -1
Spin multiplicity ... 1
Molecular weight ... 156.918 g/mol
Energy above the lowest of the compared OMol25 structures with the same formula, charge and spin ... 5.8 kcal/mol
HOMO energy ... -4.3 eV
Structure (SMILES) ... O=C([O-])N(F)Br
DFT total energy ... -79381.079 eV

Here is 2 unconnected molecules or ions with the total composition C4H10N2O at a distorted geometry from the OMol25 dataset. Energies are from wB97M-V/def2-TZVPD.

Atoms and positions in Å:
C 2.067 -1.258 -0.400
C 1.139 -1.559 0.637
N -0.111 -0.802 0.638
C -0.073 0.558 0.154
C -1.229 0.907 -0.741
N -2.493 0.936 0.022
O 1.223 -2.366 1.585
H 2.970 -1.749 -0.372
H 1.733 -0.900 -1.357
H 2.598 0.581 0.582
H -0.487 -0.840 1.518
H -0.023 1.337 0.961
H 0.905 0.549 -0.433
H -1.037 1.827 -1.330
H -1.309 0.156 -1.480
H -3.307 0.840 -0.546
H -2.566 1.784 0.561

Frontier orbital gap ... 7.59 eV
Spin multiplicity ... 1
Molecular weight ... 102.137 g/mol
Energy above the lowest of the compared OMol25 structures with the same formula, charge and spin ... 130.0 kcal/mol
HOMO energy ... -9.3 eV
DFT total energy ... -9333.350 eV

Here is 2 unconnected molecules or ions with the total composition C33H35FN2O4S at a distorted geometry from the OMol25 dataset. Energies are from wB97M-V/def2-TZVPD.

Atoms and positions in Å:
C 3.541 -5.446 -0.276
C 4.795 -4.593 -0.467
N 4.520 -3.205 -0.214
C 5.536 -2.210 0.065
C 4.732 -0.918 0.346
C 3.303 -1.319 0.166
C 2.111 -0.647 0.280
C 0.879 -1.303 -0.065
C -0.349 -0.608 0.089
C -1.610 -1.234 0.208
C -2.814 -0.508 -0.113
C -4.012 -1.184 -0.161
C -4.015 -2.569 0.130
N -5.259 -3.085 0.044
C -5.561 -4.462 0.336
C -4.324 -5.350 0.175
C -3.052 -4.761 0.808
C -2.886 -3.305 0.521
C -1.704 -2.599 0.627
C -6.255 -2.056 -0.184
C -5.425 -0.772 -0.417
C 0.945 -2.643 -0.587
C 2.116 -3.382 -0.566
C 3.281 -2.675 -0.222
C 2.273 -4.830 -0.904
H 3.724 -6.440 -0.696
H 3.363 -5.588 0.798
H 5.593 -4.911 0.217
H 5.184 -4.720 -1.492
H 6.155 -2.515 0.920
H 6.210 -2.081 -0.795
H 4.938 -0.554 1.359
H 5.021 -0.123 -0.357
H 2.098 0.384 0.636
H -0.330 0.472 0.091
H -2.753 0.561 -0.328
H -5.951 -4.557 1.365
H -6.352 -4.796 -0.348
H -4.531 -6.332 0.610
H -4.125 -5.515 -0.892
H -3.069 -4.911 1.897
H -2.184 -5.312 0.426
H -0.824 -3.120 1.010
H -6.883 -2.314 -1.046
H -6.919 -1.953 0.686
H -5.752 0.036 0.249
H -5.567 -0.416 -1.445
H 0.050 -3.125 -0.985
H 2.317 -4.953 -1.997
H 1.399 -5.394 -0.555
C 3.285 4.072 -3.078
C 2.509 2.978 -2.398
O 1.648 3.721 -1.498
C 0.795 2.919 -0.802
C 0.078 3.760 0.140
F -0.238 3.250 1.339
S 0.711 5.511 0.209
C -0.255 6.613 1.262
C -1.130 7.514 0.641
C -1.613 8.611 1.362
C -1.210 8.818 2.686
C -0.414 7.858 3.327
C 0.075 6.757 2.612
O 2.022 5.431 0.823
O 0.513 6.110 -1.093
O 0.762 1.707 -1.011
H 3.921 3.653 -3.859
H 2.597 4.807 -3.513
H 3.917 4.604 -2.359
H 1.888 2.394 -3.093
H 3.144 2.303 -1.812
H -1.402 7.380 -0.401
H -2.266 9.334 0.867
H -1.507 9.720 3.223
H -0.129 7.993 4.377
H 0.723 6.025 3.097

Frontier orbital gap ... 3.98 eV
Spin multiplicity ... 1
Molecular weight ... 574.718 g/mol
Energy above the lowest of the compared OMol25 structures with the same formula, charge and spin ... 0.0 kcal/mol
HOMO energy ... -5.5 eV
DFT total energy ... -59508.514 eV